1.
17
Properties=species:S:1:pos:R:3 method="wB97M-V/def2-TZVPD" smiles="Cc1nnc(SCC(=O)O)o1" total_energy_ha=-927.48210 gap_ev=9.860
C 3.763 -0.031 -0.474
C 2.259 -0.077 -0.131
N 1.530 -1.015 0.460
N 0.220 -0.658 0.598
C 0.162 0.485 0.032
S -1.351 1.501 -0.206
C -2.617 0.698 0.722
C -3.296 -0.343 -0.219
O -4.443 -0.297 -0.595
O -2.398 -1.457 -0.659
O 1.345 0.871 -0.655
H 4.183 0.861 0.188
H 4.299 -0.891 0.040
H 3.866 0.071 -1.623
H -2.385 0.316 1.681
H -3.483 1.440 0.778
H -1.655 -1.473 0.063

=====

2.
10
Properties=species:S:1:pos:R:3 method="wB97M-V/def2-TZVPD" total_energy_ha=-837.34564 gap_ev="6.899 / 6.943"
C -0.812 -1.558 -0.380
C -0.334 1.086 0.435
C 0.678 0.892 -0.594
C 0.792 0.111 0.617
P -1.531 0.073 -0.530
P 0.564 -1.633 0.613
H -1.306 -2.420 -0.774
H -0.472 2.020 1.003
H 0.866 0.816 -1.584
H 1.554 0.612 1.195

=====

3.
19
Properties=species:S:1:pos:R:3 method="wB97M-V/def2-TZVPD" multiplicity=3 total_energy_ha=-687.92169 gap_ev="6.578 / 7.479"
C -1.367 1.930 -1.009
C -0.943 -2.484 -0.687
C -1.250 0.587 -1.002
C -1.191 0.070 1.588
C 2.425 -0.412 -0.032
C -1.147 -0.291 0.147
N -1.252 -1.531 -0.055
S 4.103 0.068 -0.058
H -1.237 2.574 -1.902
H -1.298 2.552 -0.016
H 3.951 1.326 0.114
H -1.681 -3.250 -1.042
H -1.408 0.087 -1.953
H -0.810 -0.725 2.115
H -2.151 0.079 2.072
H -0.672 1.094 1.881
H 1.846 -0.118 0.875
H 2.357 -1.420 -0.134
H 1.723 -0.137 -0.901